Entry from OMol25: a molecular structure, C52H22Br2F15GeN7O5STa (ωB97M-V with the def2-TZVPD basis set).

Summary:
Kohn-Sham gap = 6.04 eV
total charge = +1
LUMO = -4.132 eV
molar mass = 1555.2 g/mol
HOMO energy = -10.17 eV
E = -324694.3103 eV
maximum force = 0.047 Eh/bohr

Cartesian coordinates (Å):
1 Ta -0.34257 -0.44018 -0.38910
2 O -0.07107 -5.95969 0.66213
3 C 0.82131 -5.41238 1.47474
4 C 1.50344 -6.25635 2.36129
5 C 2.44622 -5.76389 3.23325
6 C 2.74269 -4.39833 3.25086
7 C 2.08967 -3.55028 2.39032
8 C 1.11532 -4.02787 1.49025
9 C 0.41162 -3.07788 0.64878
10 O 0.70319 -1.82488 0.70882
11 N -0.54792 -3.51547 -0.16424
12 N -1.12588 -2.54918 -0.85417
13 C -2.07374 -2.78185 -1.69826
14 C -2.57738 -1.70581 -2.51939
15 C -3.60484 -1.91518 -3.44500
16 C -4.04781 -0.85261 -4.21465
17 C -3.41367 0.37502 -4.09548
18 C -2.38037 0.49217 -3.17914
19 N -1.99508 -0.49727 -2.39155
20 H -0.51191 -5.26210 0.13271
21 H 1.25189 -7.30507 2.33910
22 H 2.97080 -6.43185 3.90171
23 H 3.47802 -4.01942 3.94397
24 H 2.30277 -2.48903 2.38553
25 H -2.48351 -3.77748 -1.83321
26 H -4.04931 -2.89277 -3.54973
27 H -4.87858 -0.97345 -4.89079
28 H -3.71090 1.22760 -4.68330
29 H -1.83699 1.41874 -3.08288
30 Br -2.01129 -3.21597 2.91969
31 C -0.99873 -1.80389 3.63497
32 C -0.65620 -1.77055 4.98223
33 C 0.13217 -0.71563 5.40941
34 C 0.56140 0.23987 4.49251
35 C 0.14052 0.11715 3.17563
36 N -0.63549 -0.88555 2.76770
37 C 0.49605 1.10824 2.09644
38 O 1.24366 2.03603 2.26990
39 O -0.12168 0.86254 0.96417
40 H -0.99849 -2.53597 5.65839
41 H 0.42798 -0.64810 6.44572
42 H 1.21272 1.05209 4.77262
43 Br 9.54029 -2.43378 -1.95653
44 C 8.30427 -1.52914 -3.07351
45 C 8.67290 -0.33706 -3.68619
46 C 7.76464 0.31859 -4.48703
47 C 6.46965 -0.19258 -4.64689
48 C 6.11860 -1.40505 -4.03659
49 C 7.03895 -2.07157 -3.25630
50 N 5.63886 0.51250 -5.50057
51 N 4.42305 0.54655 -5.43944
52 C 3.51830 0.09946 -4.51735
53 C 2.64318 -0.92494 -4.85915
54 C 1.62102 -1.31412 -4.00735
55 C 1.43793 -0.68527 -2.78509
56 O 0.48644 -1.00520 -1.93189
57 C 2.26640 0.41195 -2.42722
58 N 1.99128 1.02369 -1.25393
59 C 2.70755 2.07441 -0.92131
60 C 3.71320 2.60378 -1.74456
61 C 4.00737 1.98505 -2.93562
62 C 3.29837 0.83064 -3.30561
63 H 9.66632 0.05590 -3.54408
64 H 8.02535 1.24690 -4.97102
65 H 5.15273 -1.85268 -4.21995
66 H 6.78375 -3.00798 -2.78447
67 H 2.79933 -1.45000 -5.78726
68 H 0.96636 -2.12331 -4.29073
69 H 2.48441 2.53333 0.03337
70 H 4.23836 3.49550 -1.44026
71 H 4.76540 2.37493 -3.59687
72 F -4.04764 1.86230 -1.25818
73 C -5.11305 1.85636 -0.41810
74 C -4.83121 1.86008 0.93524
75 C -5.90636 1.85387 1.80159
76 F -5.66453 1.87891 3.11301
77 C -7.22075 1.82307 1.33837
78 F -8.23450 1.79736 2.19535
79 C -7.47097 1.80546 -0.03307
80 F -8.71723 1.76116 -0.48787
81 C -6.40025 1.83442 -0.92653
82 F -6.61234 1.82288 -2.24396
83 Ge -2.88839 1.56355 1.34109
84 S -2.68841 -0.43171 0.49761
85 C -2.07029 3.19310 0.49531
86 C -2.45373 4.40235 1.05078
87 F -3.37340 4.35355 2.02250
88 C -1.92367 5.61726 0.63726
89 F -2.29683 6.75185 1.21097
90 C -0.98869 5.62889 -0.40072
91 F -0.47890 6.77501 -0.82749
92 C -0.60894 4.42668 -0.99386
93 F 0.27068 4.40664 -1.99628
94 C -1.16350 3.23823 -0.53818
95 F -0.81608 2.07825 -1.18587
96 C -2.55960 1.71325 3.31413
97 C -3.17362 0.75146 4.09567
98 F -3.91458 -0.16264 3.46023
99 C -3.01775 0.69988 5.47363
100 F -3.57258 -0.27354 6.18942
101 C -2.23591 1.66451 6.10621
102 F -2.06651 1.63362 7.42291
103 C -1.60077 2.63793 5.34132
104 F -0.81122 3.53191 5.92862
105 C -1.76283 2.64058 3.95884
106 F -1.10792 3.54953 3.23149